The following is a DFT calculation (ωB97M-V/def2-TZVPD) of a structure of composition C35H55BaCl4N5O2.

Gap between HOMO and LUMO (spin up / spin down)   5.48 / 5.48 eV
F_max   0.568 eV Å⁻¹
LUMO energy (spin up / spin down)   -1.1 / -1.1 eV

Each line ends with the Löwdin charge.
Element x y z (Å)
Ba  0.899  -1.766  -1.548  1.832
N  0.835  -3.242  1.094  -0.041
C  0.856  -4.670  0.776  -0.264
C  2.117  -5.041  0.001  -0.222
N  2.189  -4.478  -1.340  -0.142
C  1.772  -5.345  -2.433  -0.223
C  0.328  -5.146  -2.880  -0.268
N  0.137  -3.834  -3.512  -0.081
H  1.548  -3.020  1.780  0.065
H  -0.059  -2.969  1.489  0.063
H  -0.028  -4.894  0.176  0.086
H  0.805  -5.308  1.668  0.114
H  2.192  -6.137  -0.028  0.115
H  2.982  -4.683  0.568  0.102
H  3.112  -4.091  -1.513  0.001
H  1.900  -6.404  -2.167  0.114
H  2.425  -5.157  -3.291  0.125
H  -0.341  -5.202  -2.018  0.101
H  0.055  -5.973  -3.547  0.111
H  -0.839  -3.698  -3.748  0.077
H  0.659  -3.784  -4.381  0.080
C  -4.837  1.490  3.383  -0.044
C  -3.336  1.240  3.586  -0.558
C  -2.630  2.594  3.673  -0.070
C  -3.121  0.501  4.915  -0.046
C  -2.801  0.391  2.437  -0.171
C  -1.848  0.822  1.567  0.039
C  -1.385  0.016  0.489  -0.182
N  -0.511  0.415  -0.458  0.055
C  0.186  1.500  -0.675  -0.207
C  0.388  2.616  0.215  0.036
C  0.986  3.751  -0.194  -0.157
C  1.413  3.840  -1.567  0.030
C  1.366  2.835  -2.472  -0.065
C  0.816  1.549  -2.030  -0.280
O  0.829  0.549  -2.760  -0.187
C  1.954  3.082  -3.871  -0.529
C  1.846  1.907  -4.850  -0.060
C  3.448  3.417  -3.725  -0.040
C  1.223  4.277  -4.509  -0.047
C  1.258  4.936  0.723  -0.556
C  0.784  4.675  2.153  -0.062
C  0.517  6.170  0.187  -0.041
C  2.767  5.217  0.761  -0.040
C  -1.956  -1.314  0.271  -0.329
O  -1.582  -2.047  -0.687  -0.251
C  -2.980  -1.748  1.208  -0.079
C  -3.338  -0.904  2.223  0.014
C  -3.741  -3.086  1.113  -0.529
C  -5.213  -2.778  0.792  -0.043
C  -3.242  -4.077  0.055  -0.064
C  -3.666  -3.816  2.466  -0.050
H  -5.237  2.091  4.204  0.084
H  -5.397  0.554  3.349  0.076
H  -5.014  2.023  2.447  0.091
H  -3.015  3.155  4.526  0.086
H  -2.801  3.193  2.776  0.086
H  -1.553  2.474  3.811  0.085
H  -3.497  1.100  5.747  0.084
H  -2.058  0.310  5.081  0.090
H  -3.642  -0.457  4.933  0.075
H  -1.468  1.822  1.664  0.073
H  0.117  2.498  1.249  0.083
H  1.845  4.784  -1.875  0.101
H  2.393  1.035  -4.500  0.077
H  2.271  2.226  -5.804  0.084
H  0.811  1.612  -5.019  0.086
H  3.979  2.587  -3.255  0.089
H  3.608  4.311  -3.120  0.075
H  3.889  3.591  -4.708  0.086
H  0.160  4.058  -4.624  0.091
H  1.639  4.483  -5.497  0.085
H  1.319  5.183  -3.911  0.073
H  -0.294  4.505  2.194  0.079
H  1.009  5.542  2.777  0.087
H  1.289  3.810  2.589  0.089
H  -0.559  5.990  0.159  0.092
H  0.841  6.435  -0.821  0.077
H  0.706  7.030  0.833  0.086
H  3.310  4.347  1.134  0.091
H  2.974  6.062  1.422  0.086
H  3.163  5.464  -0.226  0.077
H  -4.116  -1.231  2.903  0.099
H  -5.293  -2.264  -0.167  0.093
H  -5.664  -2.141  1.554  0.076
H  -5.792  -3.703  0.736  0.084
H  -3.324  -3.675  -0.951  0.080
H  -3.849  -4.984  0.124  0.084
H  -2.200  -4.351  0.221  0.060
H  -4.124  -3.246  3.274  0.072
H  -2.626  -4.013  2.739  0.085
H  -4.187  -4.774  2.401  0.084
Cl  6.140  -0.203  1.018  0.634
C  4.775  -0.916  1.873  -1.610
Cl  4.993  -2.656  2.088  0.614
Cl  4.590  -0.144  3.470  0.606
C  3.548  -0.669  1.121  -0.394
N  2.591  -0.458  0.528  0.174
Cl  4.840  -2.433  -1.577  0.259
C  3.651  -1.310  -2.568  -0.680
H  4.039  -1.496  -3.579  -0.086
H  4.080  -0.330  -2.310  -0.089